A cluster of 7 separate species, C30H38F16O12 in total at a distorted geometry. Source: the OMol25 dataset; level of theory: the ωB97M-V functional and the def2-TZVPD basis.

The structure (SMILES) is FC(F)C(F)(F)COC(F)(F)C(F)F.FC(F)C(F)(F)COC(F)(F)C(F)F.O=C1CCCO1.O=C1CCCO1.O=C1CCCO1.O=C1CCCO1.O=C1CCCO1.

Last column: Mulliken charge in e.
Atoms and positions in Å:
C1 4.168 4.781 -4.380  -0.923
C2 5.247 4.094 -5.231  0.926
C3 4.901 3.871 -6.703  0.175
F1 5.979 3.362 -7.297  -0.266
F2 3.832 3.076 -6.879  -0.212
F3 6.297 4.947 -5.050  -0.307
F4 5.572 2.965 -4.553  -0.298
O1 2.892 4.119 -4.411  -0.328
C4 1.750 4.794 -4.901  0.820
C5 1.125 5.730 -3.814  0.237
F5 2.009 6.685 -3.479  -0.258
F6 0.021 6.305 -4.154  -0.242
F7 1.960 5.375 -6.081  -0.293
F8 0.836 3.839 -5.212  -0.302
H1 4.206 5.784 -4.806  0.383
H2 4.296 4.933 -3.308  0.436
H3 4.593 4.818 -7.147  0.217
H4 0.897 5.129 -2.934  0.235
C6 -1.854 -1.324 3.113  -0.832
C7 -2.399 -0.337 2.067  0.957
C8 -1.902 1.053 2.305  0.030
F9 -0.544 1.115 2.345  -0.252
F10 -2.331 2.050 1.492  -0.267
F11 -2.192 -0.736 0.809  -0.272
F12 -3.752 -0.171 2.167  -0.321
O2 -0.649 -1.873 2.806  -0.350
C9 0.141 -2.326 3.920  0.802
C10 1.363 -3.033 3.252  0.244
F13 2.276 -3.446 4.128  -0.251
F14 0.938 -4.150 2.548  -0.232
F15 0.470 -1.203 4.573  -0.275
F16 -0.502 -3.098 4.761  -0.252
H5 -2.561 -2.147 3.221  0.446
H6 -1.972 -0.893 4.107  0.356
H7 -2.186 1.380 3.305  0.249
H8 1.758 -2.340 2.509  0.217
O3 7.359 -0.047 0.131  -0.649
C11 8.599 0.205 0.004  0.506
O4 9.105 1.340 0.411  -0.330
C12 10.534 1.399 0.441  -0.290
C13 10.954 0.059 -0.062  -0.506
C14 9.719 -0.678 -0.498  -0.290
H9 10.751 1.647 1.480  0.288
H10 10.965 2.096 -0.278  0.228
H11 11.422 -0.631 0.641  0.249
H12 11.585 0.030 -0.951  0.287
H13 9.749 -1.688 -0.090  0.299
H14 9.699 -0.586 -1.584  0.209
O5 -3.450 -8.436 3.102  -0.641
C15 -3.472 -8.142 1.861  0.505
O6 -2.392 -8.412 1.128  -0.316
C16 -2.516 -7.894 -0.162  -0.387
C17 -3.997 -7.672 -0.427  -0.403
C18 -4.466 -7.355 0.977  -0.367
H15 -2.038 -8.564 -0.876  0.307
H16 -1.943 -6.966 -0.152  0.240
H17 -4.469 -8.556 -0.855  0.266
H18 -4.135 -6.854 -1.134  0.280
H19 -5.495 -7.602 1.241  0.313
H20 -4.277 -6.353 1.362  0.204
O7 -1.668 9.600 6.011  -0.617
C19 -1.407 9.464 4.779  0.516
O8 -1.269 10.572 4.023  -0.328
C20 -1.093 10.257 2.614  -0.353
C21 -0.877 8.697 2.640  -0.497
C22 -1.322 8.187 3.979  -0.304
H21 -0.181 10.750 2.277  0.230
H22 -1.922 10.680 2.047  0.254
H23 0.197 8.569 2.508  0.243
H24 -1.418 8.087 1.916  0.346
H25 -0.751 7.371 4.423  0.311
H26 -2.303 7.797 3.709  0.199
O9 -8.365 -3.837 4.127  -0.603
C23 -9.533 -4.100 3.711  0.453
O10 -10.664 -3.823 4.459  -0.317
C24 -11.798 -4.140 3.644  -0.416
C25 -11.390 -4.088 2.168  -0.445
C26 -9.979 -4.558 2.326  -0.375
H27 -12.430 -3.305 3.948  0.339
H28 -12.232 -5.138 3.707  0.264
H29 -11.319 -3.053 1.833  0.245
H30 -11.998 -4.607 1.428  0.326
H31 -9.268 -4.222 1.571  0.311
H32 -9.806 -5.618 2.510  0.217
O11 0.962 -5.285 -4.181  -0.613
C27 1.258 -4.087 -4.018  0.510
O12 0.812 -3.134 -4.866  -0.363
C28 1.235 -1.784 -4.573  -0.315
C29 1.944 -1.990 -3.199  -0.432
C30 2.361 -3.528 -3.157  -0.299
H33 0.325 -1.189 -4.491  0.272
H34 1.886 -1.330 -5.319  0.226
H35 1.201 -1.652 -2.477  0.193
H36 2.799 -1.317 -3.134  0.323
H37 2.204 -3.943 -2.162  0.221
H38 3.335 -3.776 -3.578  0.278

---

A structure of composition C30H39AsBrF6N2O3PSiTi. Source: the OMol25 dataset; level of theory: the ωB97M-V functional and the def2-TZVPD basis.

As for the spin multiplicity: 2. The net charge is +1.

Last column: Löwdin spin population.
Atoms and positions in Å:
Ti1 -0.906 1.372 1.023  0.922
N1 -4.266 -0.014 -0.797  0.009
C1 -3.321 -0.318 0.073  0.008
O1 -2.237 0.315 0.037  0.015
C2 -3.544 -1.443 1.031  0.000
C3 -2.704 -2.680 0.645  0.001
H1 -4.112 0.734 -1.458  0.000
H2 -5.152 -0.490 -0.799  0.000
H3 -4.600 -1.710 1.026  0.000
H4 -3.272 -1.105 2.033  0.000
H5 -2.792 -2.869 -0.429  0.000
H6 -3.148 -3.541 1.148  0.000
C4 2.213 -2.019 3.211  0.000
Si1 1.549 -3.215 1.944  0.000
C5 1.343 -4.897 2.713  0.000
C6 2.651 -3.283 0.437  0.000
C7 -0.141 -2.699 1.374  0.001
C8 -1.296 -2.624 1.028  0.000
H7 3.163 -2.405 3.591  0.000
H8 1.533 -1.924 4.060  0.000
H9 2.399 -1.019 2.817  0.000
H10 2.297 -5.276 3.083  0.000
H11 0.947 -5.616 1.994  0.000
H12 0.650 -4.847 3.555  0.000
H13 3.612 -3.740 0.684  0.000
H14 2.853 -2.289 0.031  0.000
H15 2.191 -3.878 -0.354  0.000
Br1 4.197 3.384 3.589  0.000
C9 2.624 2.837 4.490  0.000
C10 2.402 3.239 5.798  0.000
C11 1.242 2.832 6.444  0.000
C12 0.316 2.035 5.792  0.000
C13 0.555 1.641 4.480  0.000
C14 1.713 2.043 3.823  0.000
C15 -0.464 0.808 3.790  -0.001
O2 -1.466 0.379 4.284  -0.002
O3 -0.173 0.561 2.473  -0.015
H16 3.125 3.862 6.304  0.000
H17 1.063 3.146 7.464  0.000
H18 -0.593 1.714 6.281  0.000
H19 1.905 1.739 2.804  0.000
F1 -0.560 3.318 1.805  0.010
P1 -2.180 3.855 1.638  0.001
F2 -2.177 4.340 3.114  0.000
F3 -2.560 2.279 2.142  0.011
F4 -1.659 5.190 1.021  0.000
F5 -2.009 3.084 0.123  0.000
F6 -3.686 4.134 1.354  0.000
C16 4.900 2.501 -1.084  0.002
C17 3.478 2.157 -0.778  0.009
C18 3.150 0.946 -0.169  -0.001
C19 1.839 0.666 0.135  0.011
N2 0.841 1.532 -0.119  0.007
C20 1.145 2.695 -0.719  0.009
C21 2.434 3.030 -1.068  -0.002
H20 5.427 1.644 -1.501  0.000
H21 5.412 2.785 -0.161  0.001
H22 4.971 3.334 -1.780  0.000
H23 3.917 0.220 0.066  0.000
H24 1.554 -0.270 0.600  0.001
H25 0.321 3.371 -0.912  0.000
H26 2.622 3.979 -1.551  0.000
C22 -0.167 -1.370 -2.147  0.001
As1 0.514 0.141 -3.194  0.000
C23 -1.167 1.156 -3.235  0.000
C24 0.444 -0.711 -4.986  0.000
C25 -0.886 -1.262 -5.392  0.000
C26 -1.811 -0.468 -6.068  0.000
C27 -3.058 -0.964 -6.417  0.000
C28 -3.405 -2.269 -6.096  0.000
C29 -2.491 -3.074 -5.433  0.000
C30 -1.243 -2.575 -5.086  0.000
H27 0.555 -2.186 -2.171  0.000
H28 -1.119 -1.725 -2.546  0.000
H29 -0.302 -1.074 -1.107  0.001
H30 -1.064 2.035 -3.871  0.000
H31 -1.396 1.491 -2.221  0.000
H32 -1.987 0.540 -3.606  0.000
H33 1.201 -1.496 -4.953  0.000
H34 0.792 0.041 -5.695  0.000
H35 -1.545 0.549 -6.334  0.000
H36 -3.756 -0.333 -6.953  0.000
H37 -4.373 -2.661 -6.379  0.000
H38 -2.742 -4.101 -5.199  0.000
H39 -0.528 -3.218 -4.586  0.000

---

A structure of composition C30H39F9N6NiP2S. Source: the OMol25 dataset; level of theory: the ωB97M-V functional and the def2-TZVPD basis.

As for the spin multiplicity: 2. The net charge is +1.

Last column: Löwdin spin population.
Atoms and positions in Å:
Ni1 0.423 -0.317 0.097  0.470
C1 -3.234 4.781 3.422  0.000
C2 -2.349 3.776 4.172  0.000
C3 -1.229 4.524 4.910  0.000
C4 -3.204 3.035 5.199  0.000
C5 -1.716 2.829 3.161  -0.002
C6 -0.909 3.325 2.136  0.002
C7 -0.351 2.459 1.223  0.003
N1 -0.529 1.139 1.276  0.034
C8 -1.266 0.639 2.269  0.002
C9 -1.883 1.451 3.209  0.001
C10 -1.308 -0.847 2.319  0.001
C11 -2.006 -1.553 3.277  0.000
C12 -1.922 -2.942 3.351  0.000
C13 -1.086 -3.561 2.429  0.000
C14 -0.419 -2.799 1.492  0.003
N2 -0.545 -1.474 1.406  0.009
C15 -2.689 -3.696 4.427  0.000
C16 -4.184 -3.372 4.297  0.000
C17 -2.178 -3.237 5.800  0.000
C18 -2.498 -5.207 4.309  0.000
H1 -3.692 5.466 4.135  0.000
H2 -4.031 4.272 2.879  0.000
H3 -2.662 5.375 2.711  0.000
H4 -1.666 5.207 5.639  0.000
H5 -0.616 5.112 4.228  0.000
H6 -0.577 3.830 5.442  0.000
H7 -3.638 3.755 5.891  0.000
H8 -2.613 2.332 5.789  0.000
H9 -4.028 2.496 4.727  0.000
H10 -0.710 4.382 2.042  0.000
H11 0.270 2.829 0.417  0.001
H12 -2.478 1.007 3.990  0.000
H13 -2.611 -1.018 3.993  0.000
H14 -0.929 -4.629 2.434  0.000
H15 0.270 -3.264 0.802  0.001
H16 -4.387 -2.311 4.436  0.000
H17 -4.742 -3.917 5.059  0.000
H18 -4.567 -3.669 3.320  0.000
H19 -2.334 -2.169 5.955  0.000
H20 -1.113 -3.445 5.911  0.000
H21 -2.714 -3.770 6.585  0.000
H22 -2.844 -5.585 3.346  0.000
H23 -3.078 -5.703 5.085  0.000
H24 -1.456 -5.497 4.445  0.000
F1 -0.747 2.144 -4.868  0.002
C19 0.118 2.912 -4.179  0.003
F2 -0.603 3.758 -3.424  0.009
F3 0.798 3.644 -5.069  0.000
C20 1.049 2.069 -3.337  0.005
C21 2.395 2.003 -3.643  0.003
C22 3.223 1.177 -2.906  0.001
C23 2.684 0.465 -1.856  0.004
N3 1.389 0.555 -1.519  -0.004
C24 0.559 1.316 -2.269  0.017
S1 -1.129 1.240 -1.844  0.226
H25 2.784 2.583 -4.468  0.000
H26 4.273 1.083 -3.135  0.000
H27 3.287 -0.185 -1.248  0.000
C25 -1.517 -4.198 -1.930  0.004
N4 -2.635 -3.258 -1.951  0.007
C26 -2.942 -2.915 -3.340  0.000
N5 -1.793 -2.395 -4.072  -0.008
C27 -0.716 -3.374 -4.020  0.001
N6 -0.336 -3.724 -2.651  0.043
C28 0.325 -2.629 -1.968  0.051
P1 -0.876 -1.207 -1.751  0.096
C29 -2.382 -2.085 -1.126  0.006
C30 -1.382 -1.102 -3.550  -0.008
H28 -1.848 -5.124 -2.403  0.000
H29 -1.246 -4.415 -0.896  0.000
H30 -3.748 -2.181 -3.360  0.000
H31 -3.286 -3.821 -3.842  0.000
H32 0.157 -2.987 -4.547  0.000
H33 -1.050 -4.283 -4.523  0.001
H34 1.171 -2.264 -2.555  0.000
H35 0.719 -2.955 -1.005  0.001
H36 -3.232 -1.402 -1.169  0.000
H37 -2.241 -2.386 -0.086  0.000
H38 -0.545 -0.701 -4.129  0.000
H39 -2.202 -0.387 -3.623  -0.001
F4 2.181 -1.712 0.413  0.025
P2 3.058 -1.077 1.769  0.000
F5 3.787 -0.387 2.983  0.000
F6 3.795 -2.467 1.914  0.001
F7 1.859 -1.581 2.709  0.000
F8 2.173 0.306 1.454  -0.011
F9 4.178 -0.559 0.747  0.000

---

Let's list energy relative to the best compared isomer or geometry (same formula, charge and spin) in order: 491.4, 80.3, 70.9 kJ/mol.
Let's list E_tot in order: -3666.5789, -8391.2813, -4983.1893 Ha.